No. 1
Computed, not measured: C3H4ClNS in the gas phase, with wB97M-V/def2-TZVPD.

SMILES: ClC1=NSCC1
relative energy (zero: lowest compared OMol25 entry of this formula, charge and spin): 83.8 kJ/mol
multiplicity: 1
gap between HOMO and LUMO: 9.46 eV
net charge: 0

Element x y z (Å)
1 Cl 2.632 -1.168 -0.014
2 S -0.110 2.068 -0.020
3 N 1.486 1.182 0.004
4 C -0.109 -0.747 -0.043
5 C 1.277 -0.053 -0.001
6 C -1.140 0.421 0.006
7 H -1.798 0.378 1.031
8 H -0.368 -1.204 -1.055
9 H -0.003 -1.344 0.812
10 H -1.868 0.468 -0.720


No. 2
Computed, not measured: a molecular structure, C3H4ClNS, with wB97M-V/def2-TZVPD.

relative energy (zero: lowest compared OMol25 entry of this formula, charge and spin): 207.0 kJ/mol
multiplicity: 1
gap between HOMO and LUMO: 8.92 eV
net charge: 0

Element x y z (Å)
1 Cl -0.967 -2.401 0.667
2 S 1.041 1.608 -1.589
3 N 1.513 0.406 -0.464
4 C -0.473 1.171 -0.979
5 C 0.080 0.094 -0.144
6 C -0.467 -0.727 0.982
7 H -1.482 1.464 -0.910
8 H -1.470 -0.363 1.428
9 H 0.251 -0.747 1.739
10 H 1.975 -0.505 -0.731


No. 3
Computed, not measured: C3H4ClNS2 in the gas phase, with wB97M-V/def2-TZVPD.

SMILES: S=CN(S)/C=C\Cl
relative energy (zero: lowest compared OMol25 entry of this formula, charge and spin): 261.7 kJ/mol
multiplicity: 1
gap between HOMO and LUMO: 7.90 eV
net charge: 0

Element x y z (Å)
1 Cl 0.612 -0.903 -2.277
2 S -2.228 1.282 1.172
3 S 1.396 -0.810 1.378
4 N -0.068 -0.288 0.359
5 C 0.835 0.774 -1.592
6 C 0.473 0.846 -0.386
7 C -1.099 -0.068 1.089
8 H 0.611 1.869 0.133
9 H 1.484 -2.101 0.764
10 H 1.258 1.589 -2.088
11 H -1.212 -0.858 1.910


No. 4
Computed, not measured: C3H4ClNS2 in the gas phase, with wB97M-V/def2-TZVPD.

SMILES: N/C=C(/Cl)C(=S)S
relative energy (zero: lowest compared OMol25 entry of this formula, charge and spin): 15.9 kJ/mol
multiplicity: 1
gap between HOMO and LUMO: 8.04 eV
net charge: 0

Element x y z (Å)
1 Cl 1.207 2.022 -0.042
2 S 2.874 -0.768 -0.018
3 S 0.368 -2.190 -0.069
4 N -1.960 -0.287 0.081
5 C 1.060 -0.706 -0.059
6 C -1.016 0.636 -0.069
7 C 0.360 0.532 -0.085
8 H -2.917 -0.062 -0.046
9 H -1.655 -1.291 0.142
10 H -1.437 1.631 -0.226
11 H 3.116 0.484 0.393